No. 1
Here is a molecular structure, C14H43AsF6O7 in a non-equilibrium geometry from the Open Molecules 2025 dataset. Energies are from the ωB97M-V functional and the def2-TZVPD basis.

Last column: Löwdin charge in e.
Positions of all 71 atoms, in Å:
O (-0.307, -0.015, -0.413)  0.246
H (0.247, 0.392, 0.257)  0.081
H (0.211, -0.450, -1.093)  0.085
H (-0.985, -0.602, -0.069)  0.083
As (2.579, 0.823, 2.816)  0.933
F (1.525, 2.264, 2.973)  -0.279
F (1.511, 0.364, 1.424)  -0.288
F (3.545, -0.638, 2.570)  -0.257
F (3.519, 1.296, 4.282)  -0.278
F (1.420, -0.007, 3.971)  -0.299
F (3.629, 1.698, 1.688)  -0.268
C (1.616, -4.484, 0.882)  -0.077
C (1.699, -2.970, 0.992)  -0.318
O (1.239, -2.462, -0.204)  -0.090
H (0.602, -4.862, 0.748)  0.069
H (1.957, -4.913, 1.825)  0.078
H (2.235, -4.877, 0.075)  0.075
H (2.729, -2.636, 1.114)  0.109
H (1.071, -2.571, 1.789)  0.100
H (1.624, -2.927, -0.950)  0.083
C (0.403, 3.722, -4.458)  -0.082
C (-0.138, 3.782, -3.076)  -0.355
O (-0.624, 2.565, -2.585)  -0.082
H (1.218, 2.998, -4.451)  0.058
H (0.881, 4.639, -4.804)  0.080
H (-0.264, 3.349, -5.235)  0.079
H (-0.868, 4.573, -2.901)  0.113
H (0.695, 4.005, -2.410)  0.109
H (-0.552, 2.652, -1.631)  0.024
C (-3.543, -0.616, -1.530)  -0.064
C (-3.234, -2.074, -1.172)  -0.276
O (-2.031, -2.074, -0.443)  -0.098
H (-2.836, -0.229, -2.263)  0.079
H (-3.553, 0.103, -0.711)  0.063
H (-4.532, -0.569, -1.985)  0.078
H (-3.067, -2.599, -2.112)  0.114
H (-4.016, -2.536, -0.569)  0.117
H (-1.961, -2.901, 0.041)  0.095
C (-2.648, 2.869, 1.305)  -0.056
C (-1.120, 2.930, 1.460)  -0.301
O (-0.462, 2.725, 0.239)  -0.100
H (-2.996, 1.933, 0.868)  0.058
H (-2.927, 3.662, 0.612)  0.074
H (-3.123, 3.043, 2.271)  0.077
H (-0.866, 2.131, 2.157)  0.086
H (-0.701, 3.872, 1.812)  0.124
H (0.448, 2.988, 0.395)  0.100
C (-1.516, -2.808, 3.224)  -0.039
C (-2.081, -1.449, 2.814)  -0.500
C (-2.613, -0.556, 3.918)  -0.034
O (-0.998, -0.783, 2.235)  -0.075
H (-2.376, -3.354, 3.612)  0.083
H (-0.693, -2.683, 3.928)  0.092
H (-1.123, -3.389, 2.391)  0.061
H (-2.911, -1.622, 2.129)  0.127
H (-3.556, -0.846, 4.381)  0.085
H (-2.580, 0.479, 3.577)  0.076
H (-1.887, -0.556, 4.730)  0.086
H (-0.432, -0.530, 2.968)  0.058
C (3.456, 0.141, -1.637)  -0.020
C (2.333, 0.351, -2.646)  -0.510
C (2.762, 0.185, -4.112)  -0.046
O (1.341, -0.554, -2.445)  -0.050
H (3.842, -0.878, -1.665)  0.087
H (3.046, 0.308, -0.642)  0.059
H (4.268, 0.862, -1.728)  0.092
H (1.870, 1.332, -2.540)  0.131
H (1.929, 0.052, -4.802)  0.084
H (3.437, -0.659, -4.248)  0.075
H (3.426, 0.984, -4.444)  0.080
H (1.807, -1.392, -2.500)  0.097

## Properties
- gap between HOMO and LUMO (eV) = 10.03
- charge = 0
- E_tot (eV) = -106693.155
- energy relative to the best compared isomer or geometry (same formula, charge and spin) (kcal/mol) = 0.00

---

No. 2
Here is 6 unconnected molecules or ions with the total composition C14H43ClN2O7PS5 from the Open Molecules 2025 dataset. Energies are from the ωB97M-V functional and the def2-TZVPD basis.

Last column: Löwdin charge in e.
Positions of all 73 atoms, in Å:
C (3.234, -1.936, -2.174)  -0.168
C (3.068, -2.586, -3.544)  -0.796
Cl (3.917, -1.622, -4.814)  0.518
C (1.604, -2.809, -3.863)  -0.421
P (0.484, -1.227, -3.944)  0.406
N (-0.571, 0.269, -4.037)  -0.228
C (-1.066, -2.370, -4.140)  -0.311
O (-2.229, -1.847, -3.438)  -0.162
N (-2.188, -2.168, -2.129)  -0.084
O (-2.815, -1.392, -1.467)  -0.067
H (4.156, -2.264, -1.696)  0.066
H (2.398, -2.234, -1.553)  0.068
H (3.217, -0.856, -2.256)  0.039
H (3.584, -3.539, -3.520)  0.071
H (1.465, -3.366, -4.794)  0.060
H (1.228, -3.450, -3.065)  0.063
H (0.683, -1.190, -5.404)  -0.012
H (1.636, -0.356, -3.749)  -0.034
H (0.311, -1.261, -2.482)  0.001
H (-0.392, 0.735, -3.147)  -0.036
H (-0.075, 0.857, -4.706)  -0.016
H (-0.867, -3.377, -3.774)  0.059
H (-1.350, -2.439, -5.185)  0.067
C (3.215, 1.034, 0.356)  -0.265
S (1.530, 1.485, -0.083)  0.775
O (1.447, 1.591, -1.561)  -0.546
C (1.600, 3.153, 0.575)  -0.291
H (3.398, 0.020, 0.006)  0.031
H (3.916, 1.722, -0.120)  0.058
H (3.323, 1.064, 1.440)  0.028
H (2.399, 3.720, 0.097)  0.062
H (1.757, 3.114, 1.652)  0.048
H (0.644, 3.623, 0.371)  0.017
C (-4.141, -5.806, 0.335)  -0.278
S (-2.644, -4.805, 0.344)  0.799
O (-1.601, -5.606, 1.038)  -0.556
C (-3.242, -3.586, 1.522)  -0.274
H (-3.968, -6.656, -0.321)  0.045
H (-4.357, -6.158, 1.345)  0.051
H (-4.971, -5.211, -0.048)  0.050
H (-3.520, -4.081, 2.454)  0.053
H (-4.096, -3.061, 1.094)  0.051
H (-2.434, -2.880, 1.703)  0.046
C (-1.661, 6.228, 0.810)  -0.265
S (-0.277, 6.689, 1.860)  0.810
O (0.551, 5.467, 2.015)  -0.554
C (-1.244, 6.854, 3.367)  -0.272
H (-1.271, 6.029, -0.187)  0.052
H (-2.135, 5.327, 1.208)  0.033
H (-2.373, 7.053, 0.766)  0.051
H (-1.754, 5.913, 3.575)  0.060
H (-1.966, 7.663, 3.248)  0.049
H (-0.560, 7.091, 4.179)  0.045
C (4.357, -2.174, 4.304)  -0.276
S (2.669, -1.728, 3.869)  0.802
O (2.613, -1.630, 2.392)  -0.538
C (2.752, -0.046, 4.505)  -0.274
H (4.535, -3.188, 3.952)  0.048
H (5.053, -1.489, 3.819)  0.056
H (4.475, -2.137, 5.387)  0.048
H (3.559, 0.494, 4.008)  0.050
H (2.918, -0.073, 5.582)  0.049
H (1.801, 0.438, 4.293)  0.051
C (-2.964, 0.402, 1.164)  -0.264
S (-2.129, 1.944, 0.786)  0.795
O (-2.559, 2.948, 1.810)  -0.579
C (-3.047, 2.291, -0.717)  -0.245
H (-2.558, 0.022, 2.100)  0.047
H (-4.035, 0.583, 1.271)  0.060
H (-2.772, -0.313, 0.361)  0.017
H (-4.112, 2.348, -0.489)  0.057
H (-2.850, 1.503, -1.447)  0.054
H (-2.700, 3.245, -1.109)  0.045

## Properties
- gap between HOMO and LUMO (eV) = 5.66
- charge = -1
- E_tot (eV) = -108507.604

---

Q: charge of number 1 (C14H43AsF6O7)?
A: 0

---

Q: The highest charge belongs to which entry?
A: C14H43AsF6O7

---

Q: charge of number 2 (C14H43ClN2O7PS5)?
A: -1